[1]
{"formula": "C5H12OS", "method": "ωB97M-V with the def2-TZVPD basis set", "multiplicity": 1, "e_lumo_ha": 0.030, "de_lowest_kj_mol": 143.7, "mol_weight_g_mol": 120.22, "orbital_gap_ev": 8.950, "smiles": "CSCCCCO", "elements": ["C", "O", "C", "C", "C", "S", "C", "H", "H", "H", "H", "H", "H", "H", "H", "H", "H", "H", "H"], "positions_angstrom": [[0.6383, 1.8302, -0.8228], [-0.7031, 2.3671, -0.9356], [0.8169, 0.9757, 0.4302], [-0.4596, 0.1918, 0.7972], [-1.3076, -0.4883, -0.3196], [-1.0883, -2.3600, -0.3259], [0.5321, -2.6525, 0.5109], [1.3245, 2.6919, -0.8287], [0.7267, 1.1841, -1.6782], [-0.7021, 2.9497, -1.6964], [1.6720, 0.3104, 0.2773], [1.1130, 1.5896, 1.2785], [-1.1860, 0.9447, 1.1374], [-0.3715, -0.3986, 1.7376], [-1.0796, -0.3118, -1.3709], [-2.3775, -0.5029, -0.0637], [0.8706, -3.6248, 0.0753], [1.4206, -2.0491, 0.2846], [0.1606, -2.6473, 1.5127]], "nbo_charge": [-0.07, -0.74, -0.42, -0.43, -0.48, 0.10, -0.75, 0.18, 0.16, 0.47, 0.20, 0.21, 0.23, 0.22, 0.23, 0.23, 0.23, 0.22, 0.22]}

[2]
{"formula": "C7H11N", "method": "ωB97M-V with the def2-TZVPD basis set", "multiplicity": 1, "e_lumo_ha": [-0.004, -0.004], "de_lowest_kj_mol": 403.1, "mol_weight_g_mol": 109.17, "orbital_gap_ev": [6.906, 6.919], "elements": ["C", "C", "C", "C", "C", "C", "C", "N", "H", "H", "H", "H", "H", "H", "H", "H", "H", "H", "H"], "positions_angstrom": [[-1.3713, 1.2727, -0.0988], [-0.1195, 1.8716, -0.2798], [-1.5423, 0.0596, 0.5108], [1.4461, 0.1115, 0.0011], [-2.7880, -0.7172, 0.3488], [2.5978, -0.2738, 0.8717], [0.9905, -0.9236, -0.9844], [1.0288, 1.3160, 0.0282], [-2.2147, 1.9119, -0.3676], [-0.0633, 2.8963, -0.6220], [-3.5126, -0.3079, -0.3678], [-3.2612, -0.7963, 1.3310], [-2.5247, -1.7343, 0.0466], [3.5401, -0.1433, 0.3334], [2.5120, -1.3195, 1.1565], [2.6311, 0.3496, 1.7605], [0.5968, -1.7858, -0.4506], [1.8405, -1.2545, -1.5811], [0.2137, -0.5329, -1.6364]], "nbo_charge": [-0.49, 0.16, -0.01, 0.44, -0.74, -0.67, -0.69, -0.44, 0.19, 0.20, 0.17, 0.24, 0.24, 0.23, 0.23, 0.24, 0.25, 0.22, 0.23]}

[3]
{"formula": "C3H7O3", "method": "ωB97M-V with the def2-TZVPD basis set", "multiplicity": 1, "charge": -1, "e_lumo_ha": 0.146, "de_lowest_kj_mol": 177.5, "mol_weight_g_mol": 91.09, "orbital_gap_ev": 8.001, "elements": ["C", "C", "O", "O", "H", "H", "H", "C", "O", "H", "H", "H", "H"], "positions_angstrom": [[0.9488, -1.3933, 1.6528], [-0.4260, -1.3072, 1.0179], [-0.6271, -2.0964, 0.0621], [-1.1551, -0.3047, 1.4145], [1.2363, -0.7482, 2.6354], [1.6097, -0.8881, 0.9045], [1.1914, -2.4097, 1.7394], [-0.7353, 1.2780, -1.8105], [0.1515, 2.3579, -1.4252], [0.4285, 2.0734, -0.5000], [-1.3496, 1.0638, -0.9856], [-1.2590, 1.8408, -2.6309], [-0.0142, 0.5336, -2.0744]], "nbo_charge": [-0.72, 0.74, -0.77, -0.83, 0.18, 0.20, 0.20, -0.25, -0.76, 0.46, 0.21, 0.16, 0.18]}

[4]
{"formula": "CH3PS", "method": "ωB97M-V with the def2-TZVPD basis set", "multiplicity": 1, "e_lumo_ha": [-0.056, -0.078], "de_lowest_kj_mol": 237.2, "mol_weight_g_mol": 78.08, "orbital_gap_ev": [7.910, 6.857], "elements": ["C", "P", "S", "H", "H", "H"], "positions_angstrom": [[-0.3807, 0.0698, 0.3951], [1.2202, -0.6341, -0.3094], [-0.2056, 1.9472, 0.4411], [-1.1366, -0.2558, -0.2552], [-0.6496, -0.3732, 1.3831], [1.1523, -0.7539, -1.6548]], "nbo_charge": [-0.87, 0.42, 0.06, 0.22, 0.24, -0.07]}

[5]
{"formula": "C20H16GaN6S4Sb", "method": "ωB97M-V with the def2-TZVPD basis set", "multiplicity": 1, "charge": -2, "e_lumo_ha": 0.161, "de_lowest_kj_mol": 0.0, "mol_weight_g_mol": 660.14, "orbital_gap_ev": 5.407, "elements": ["Ga", "N", "C", "N", "C", "N", "N", "C", "C", "C", "C", "C", "C", "N", "C", "C", "C", "C", "C", "C", "H", "H", "H", "H", "H", "H", "H", "H", "H", "H", "H", "S", "Sb", "S", "S", "S", "N", "C", "C", "C", "C", "C", "C", "H", "H", "H", "H", "H"], "positions_angstrom": [[-1.2558, -0.8213, -0.5627], [1.9106, 3.5773, -0.2381], [1.1412, 3.0532, -1.2410], [0.7004, 1.8420, -1.2865], [0.7271, 1.0523, -0.0729], [-0.3095, 1.4400, 0.8129], [-1.4838, 0.9713, 0.4383], [-2.6131, 1.5055, 0.8077], [-3.8780, 0.8649, 0.6037], [-4.7817, 1.0495, 1.6439], [-5.9133, 0.2571, 1.6674], [-6.1131, -0.6290, 0.6198], [-5.1865, -0.6370, -0.4721], [-4.1745, 0.1823, -0.5094], [1.9587, 1.3798, 0.7305], [2.6576, 0.3802, 1.3975], [3.8394, 0.6609, 2.0888], [4.2340, 2.0339, 2.1180], [3.4973, 2.9909, 1.4554], [2.4052, 2.6613, 0.7035], [2.4017, 4.4745, -0.4556], [0.8939, 3.8086, -2.0394], [-2.6081, 2.5033, 1.3242], [-4.6267, 1.7968, 2.4607], [-6.6035, 0.2720, 2.5338], [-7.0507, -1.2463, 0.5640], [-5.3519, -1.2466, -1.4010], [2.2487, -0.6122, 1.4322], [4.4820, -0.0584, 2.5661], [5.0777, 2.2788, 2.7133], [3.7680, 4.0390, 1.4684], [-2.1041, -5.4886, -2.5603], [-3.1856, -3.6138, -1.5870], [-2.0547, -1.5985, -2.4728], [-2.2392, -2.0030, 1.1422], [-1.9858, -3.9532, 0.5785], [0.5756, -0.3435, -0.3512], [1.5932, -1.1192, -0.9554], [2.2013, -0.8714, -2.1714], [3.2964, -1.6301, -2.6456], [3.7737, -2.6428, -1.8464], [3.0384, -3.0836, -0.7011], [1.9972, -2.2867, -0.2763], [1.8772, -0.0388, -2.7981], [3.7247, -1.4105, -3.6301], [4.6368, -3.2471, -2.0931], [3.3819, -3.9415, -0.1502], [1.4796, -2.5524, 0.6470]], "nbo_charge": [1.39, -0.60, 0.27, -0.48, 0.33, -0.43, -0.29, -0.10, 0.18, -0.25, -0.19, -0.30, 0.08, -0.43, -0.05, -0.10, -0.26, -0.23, -0.24, 0.14, 0.39, 0.15, 0.17, 0.20, 0.20, 0.20, 0.20, 0.23, 0.20, 0.19, 0.18, -1.01, 0.87, -0.85, -0.54, -0.39, -0.93, 0.26, -0.26, -0.22, -0.26, -0.21, -0.25, 0.22, 0.20, 0.18, 0.20, 0.22]}

[6]
{"formula": "C15H17BrN2OS", "method": "ωB97M-V with the def2-TZVPD basis set", "multiplicity": 1, "e_lumo_ha": 0.013, "de_lowest_kj_mol": 118.8, "mol_weight_g_mol": 353.28, "orbital_gap_ev": 8.700, "smiles": "C=CCN(CC=C)C(=S)NC(=O)c1ccc(C)c(Br)c1", "elements": ["C", "C", "C", "N", "C", "S", "N", "C", "O", "C", "C", "C", "C", "C", "C", "H", "H", "C", "H", "H", "H", "Br", "H", "H", "C", "C", "C", "H", "H", "H", "H", "H", "H", "H", "H", "H", "H"], "positions_angstrom": [[-0.4070, -3.4657, -0.4660], [-1.4637, -2.6946, -0.3013], [-1.8303, -1.5761, -1.2364], [-2.5511, -0.4898, -0.6033], [-2.0580, 0.7436, -0.4663], [-2.9753, 2.0912, -0.2218], [-0.6722, 0.9183, -0.5706], [0.2406, 0.2410, 0.2114], [-0.0462, -0.7247, 0.8799], [1.6268, 0.7786, 0.1227], [2.6668, -0.1424, 0.2048], [3.9747, 0.2914, 0.1338], [4.3009, 1.6405, 0.0044], [3.2467, 2.5452, -0.0468], [1.9282, 2.1315, 0.0054], [1.1463, 2.8770, -0.0077], [3.4689, 3.5989, -0.1279], [5.7207, 2.0949, -0.0645], [6.2587, 1.7943, 0.8345], [6.2251, 1.6344, -0.9140], [5.7781, 3.1752, -0.1639], [5.3632, -1.0120, 0.2196], [2.4320, -1.1896, 0.3226], [-0.4139, 1.8508, -0.8684], [-3.9397, -0.7183, -0.2444], [-4.1374, -0.6213, 1.2420], [-5.1316, 0.0306, 1.8114], [-5.2440, 0.0728, 2.8807], [-5.8728, 0.5532, 1.2298], [-3.3848, -1.1219, 1.8363], [-4.5728, 0.0191, -0.7504], [-4.2141, -1.7184, -0.5898], [-0.9342, -1.1811, -1.7191], [-2.4841, -1.9766, -2.0258], [-2.1459, -2.8611, 0.5184], [-0.1879, -4.2767, 0.2053], [0.2892, -3.3121, -1.2747]], "nbo_charge": [-0.39, -0.16, -0.25, -0.40, 0.29, -0.20, -0.66, 0.66, -0.57, -0.09, -0.21, -0.06, -0.03, -0.20, -0.20, 0.22, 0.22, -0.63, 0.23, 0.23, 0.22, 0.05, 0.25, 0.43, -0.26, -0.19, -0.36, 0.20, 0.19, 0.20, 0.24, 0.21, 0.22, 0.21, 0.20, 0.20, 0.19]}